Record 1
C15H32IrN2O5P2 as an isolated structure. Source: OMol25; level of theory: ωB97M-V/def2-TZVPD.

The geometry in ORCA input format:
```
! wB97M-V def2-TZVPD RIJCOSX def2/J DEFGRID3
* xyz 1 5
O 2.41 1.77 -2.49
H 3.03 2.19 -3.11
Ir -0.08 -0.12 -0.32
N -1.75 0.07 -1.39
N 0.39 -0.58 -2.18
O -2.95 0.60 -0.87
O 1.69 -0.69 -2.62
C -1.85 -0.59 -2.56
C -0.57 -0.88 -3.08
C -3.14 -0.94 -3.21
C -0.26 -1.29 -4.47
H -3.94 -0.25 -2.93
H -3.46 -1.97 -2.99
H -3.02 -0.89 -4.30
H 0.75 -1.71 -4.54
H -0.33 -0.44 -5.16
H -0.97 -2.04 -4.82
H -2.78 1.58 -0.70
H 2.05 0.29 -2.65
O -0.18 -3.39 0.43
H -0.56 -3.91 -0.30
H 0.14 -2.56 -0.01
C 1.30 2.69 -2.25
H 1.16 2.78 -1.17
H 0.38 2.27 -2.69
H 1.52 3.66 -2.71
O -2.82 3.53 -0.70
H -2.14 3.74 -1.37
H -2.80 4.27 -0.07
C 3.35 0.06 0.24
P 1.70 0.33 0.87
C 1.50 2.07 1.33
C 1.59 -0.57 2.46
C 2.68 -0.93 3.25
C 2.46 -1.63 4.44
C 1.15 -1.95 4.83
C 0.06 -1.57 4.04
C 0.29 -0.87 2.86
P -1.04 -0.40 1.67
C -2.27 -1.71 1.77
C -1.79 1.14 2.26
H 3.52 0.74 -0.60
H 3.43 -0.97 -0.12
H 4.07 0.24 1.04
H 1.54 2.14 2.42
H 2.33 2.64 0.88
H 0.55 2.47 0.97
H 3.69 -0.66 2.95
H 3.30 -1.92 5.07
H 0.96 -2.49 5.76
H -0.96 -1.80 4.33
H -2.56 -1.86 2.81
H -3.14 -1.43 1.16
H -1.80 -2.62 1.37
H -1.17 2.01 2.00
H -1.88 1.09 3.35
H -2.78 1.25 1.80
*
```

Properties
Largest force on an atom = 0.0727 Eh/bohr
Orbital gap (alpha / beta) = 4.03 / 4.49 eV
ΔE to the lowest compared entry with this formula, charge and spin = 8.52 kcal/mol
E = -50695.965 eV
Lowest unoccupied orbital energy (alpha / beta) = -0.095 / -0.225 Eh



Record 2
A 2-piece molecular cluster, C3H9NO2 overall. Source: OMol25; level of theory: ωB97M-V/def2-TZVPD.

The geometry in ORCA input format:
```
! wB97M-V def2-TZVPD RIJCOSX def2/J DEFGRID3
* xyz 0 1
C 1.31 -1.51 2.02
N 1.89 -0.90 3.25
H -0.26 1.06 0.34
H 2.02 0.11 3.17
H 1.12 -0.87 3.94
H 1.06 -0.85 1.20
H 0.44 -2.07 2.33
H 2.00 -2.27 1.68
C -0.43 0.80 -2.81
C -1.12 0.66 -1.44
O -0.06 1.02 -0.60
O -2.06 0.16 -0.90
H 0.64 0.71 -2.61
H -0.79 1.69 -3.31
H -0.65 -0.04 -3.47
*
```

Properties
Largest force on an atom = 0.0765 Eh/bohr
Orbital gap = 10.24 eV
ΔE to the lowest compared entry with this formula, charge and spin = 37.44 kcal/mol
E = -8841.332 eV
Lowest unoccupied orbital energy = 0.023 Eh
Structure (SMILES) = CC(=O)O.CN



Record 3
One molecule with the formula C4H4F2N2. Source: OMol25; level of theory: ωB97M-V/def2-TZVPD.

The geometry in ORCA input format:
```
! wB97M-V def2-TZVPD RIJCOSX def2/J DEFGRID3
* xyz 0 1
C 1.58 0.81 -0.51
C 1.63 -0.21 0.43
C -0.42 0.16 -0.15
C -1.88 -0.11 -0.22
N 0.32 1.01 -0.82
N 0.41 -0.62 0.72
F -2.45 0.59 -1.25
F -2.63 0.13 0.87
H 2.46 1.30 -1.06
H 2.56 -0.61 1.00
H -1.85 -1.15 -0.42
H 0.28 -1.29 1.41
*
```

Properties
Largest force on an atom = 0.0943 Eh/bohr
Orbital gap = 9.65 eV
ΔE to the lowest compared entry with this formula, charge and spin = 13.17 kcal/mol
E = -12627.144 eV
Lowest unoccupied orbital energy = 0.025 Eh
Structure (SMILES) = FC(F)c1ncc[nH]1



Record 4
C52H42ClGaN4OP2 as an isolated structure. Source: OMol25; level of theory: ωB97M-V/def2-TZVPD.

The geometry in ORCA input format:
```
! wB97M-V def2-TZVPD RIJCOSX def2/J DEFGRID3
* xyz 2 1
Ga 1.22 -0.36 -2.37
C 0.22 7.09 8.65
O 1.22 6.11 8.53
C 1.08 5.33 7.39
C 0.13 5.51 6.41
C 0.05 4.65 5.31
C 0.97 3.59 5.19
C 1.95 3.40 6.13
C 2.01 4.29 7.22
C 0.81 2.79 3.93
N 0.25 3.20 2.84
C 0.46 2.22 1.92
C 1.24 1.25 2.48
N 1.39 1.58 3.79
C 1.36 -0.08 1.90
C 2.46 -1.12 2.40
C 3.14 -1.88 1.18
C 3.01 -1.37 -0.15
N 2.14 -0.53 -0.52
C 1.07 -0.07 0.38
C 0.41 1.14 -0.22
N 0.24 1.15 -1.54
C -0.46 2.11 -2.17
C -1.04 3.14 -1.46
C -0.75 3.22 -0.12
C 0.02 2.25 0.51
H 0.52 7.83 9.38
H -0.71 6.57 8.97
H 0.08 7.66 7.74
H -0.65 6.28 6.39
H -0.56 4.90 4.48
H 2.67 2.63 6.07
H 2.79 4.16 8.01
H 1.74 1.01 4.53
H 3.09 -0.68 3.17
H 4.13 -2.19 1.42
H 3.63 -1.78 -0.90
H -0.56 2.05 -3.23
H -1.67 3.97 -1.85
H -1.09 4.09 0.44
Cl 7.80 0.59 -4.79
C 6.11 0.29 -4.67
C 5.24 1.13 -5.34
C 3.92 0.88 -5.18
C 3.38 -0.09 -4.40
C 1.85 -0.14 -4.17
C 4.26 -0.94 -3.77
C 5.63 -0.81 -3.92
H 5.63 1.98 -6.00
H 3.23 1.56 -5.70
H 1.35 -0.82 -4.86
H 1.46 0.86 -4.50
H 3.96 -1.77 -3.12
H 6.33 -1.52 -3.53
C -1.97 -2.02 -2.11
P -0.21 -2.30 -1.87
C 0.24 -2.49 -0.13
C 1.13 -3.34 0.30
C 2.04 -3.04 1.44
C 1.45 -2.22 2.56
C 0.32 -1.25 2.17
C -0.03 -1.21 0.66
C 0.15 -3.93 -2.62
C -0.36 -5.12 -2.17
C 0.14 -6.35 -2.58
C 1.16 -6.36 -3.53
C 1.62 -5.20 -4.11
C 1.16 -3.98 -3.59
P -2.66 -0.48 -1.26
C -3.78 -1.22 -0.01
C -4.73 -2.15 -0.44
C -5.66 -2.69 0.40
C -5.51 -2.51 1.79
C -4.50 -1.65 2.26
C -3.64 -0.97 1.35
C -3.68 0.27 -2.52
C -4.68 1.14 -2.05
C -5.58 1.71 -2.92
C -5.51 1.41 -4.31
C -4.51 0.57 -4.81
C -3.61 -0.04 -3.92
H -2.48 -2.95 -1.91
H -2.20 -1.85 -3.17
H 1.36 -4.23 -0.29
H 2.51 -3.93 1.86
H 1.26 -2.81 3.43
H -0.54 -1.21 2.84
H -1.01 -0.81 0.47
H -1.29 -5.17 -1.68
H -0.21 -7.36 -2.23
H 1.41 -7.34 -3.89
H 2.31 -5.16 -4.92
H 1.52 -3.01 -3.95
H -4.90 -2.33 -1.51
H -6.50 -3.26 0.00
H -6.39 -2.85 2.42
H -4.29 -1.58 3.30
H -2.91 -0.21 1.71
H -4.70 1.40 -0.98
H -6.40 2.29 -2.48
H -6.21 1.79 -5.01
H -4.41 0.44 -5.90
H -2.86 -0.77 -4.31
*
```

Properties
Largest force on an atom = 0.0611 Eh/bohr
Orbital gap = 6.34 eV
E = -146074.178 eV
Lowest unoccupied orbital energy = -0.201 Eh



Record 5
C34H39N8S4SiTi as an isolated structure. Source: OMol25; level of theory: ωB97M-V/def2-TZVPD.

The geometry in ORCA input format:
```
! wB97M-V def2-TZVPD RIJCOSX def2/J DEFGRID3
* xyz 1 3
Ti -0.36 -0.57 0.62
N -0.55 -4.85 -0.42
C -0.84 -3.56 -0.42
N -0.47 -2.74 0.51
C 0.23 -3.25 1.64
N 0.40 -2.52 2.68
N -0.12 -1.24 2.49
C -0.25 -0.38 3.51
C -0.81 0.87 3.13
C -1.09 1.91 4.02
C -1.75 3.02 3.56
C -2.13 3.09 2.21
C -1.77 2.07 1.37
N -1.10 0.97 1.79
C 0.76 -4.61 1.57
C 1.67 -5.13 2.50
C 2.11 -6.43 2.38
C 1.65 -7.24 1.33
C 0.75 -6.73 0.41
C 0.33 -5.42 0.53
H -0.90 -5.43 -1.17
H -1.41 -3.17 -1.26
H -0.01 -0.65 4.53
H -0.80 1.82 5.06
H -1.97 3.85 4.23
H -2.66 3.95 1.81
H -1.99 2.12 0.31
H 2.00 -4.50 3.31
H 2.81 -6.83 3.09
H 1.99 -8.26 1.24
H 0.39 -7.36 -0.41
C 2.24 4.67 3.01
C 2.88 3.45 2.34
S 1.78 2.48 1.29
C 2.36 2.83 -0.40
C 1.82 4.10 -1.06
S 0.01 4.29 -1.05
C -0.20 5.81 -0.07
C 0.07 5.69 1.44
S 1.80 6.01 1.88
H 2.95 5.11 3.71
H 1.35 4.38 3.58
H 3.24 2.76 3.11
H 3.73 3.77 1.74
H 2.07 1.94 -0.95
H 3.45 2.89 -0.38
H 2.15 4.12 -2.10
H 2.22 4.97 -0.55
H -1.25 6.05 -0.22
H 0.39 6.61 -0.52
H -0.18 4.68 1.77
H -0.54 6.41 1.98
C -0.87 0.48 -4.92
Si -2.62 0.20 -4.40
C -3.19 -1.37 -5.22
C -3.67 1.63 -4.89
C -2.90 -0.15 -2.55
C -4.17 -0.57 -2.18
C -4.48 -1.00 -0.90
C -3.46 -1.06 0.02
N -2.23 -0.64 -0.28
C -1.94 -0.14 -1.51
S -0.31 0.55 -1.58
H -0.87 0.48 -6.02
H -0.20 -0.30 -4.57
H -0.48 1.44 -4.57
H -3.16 -1.27 -6.31
H -4.22 -1.64 -4.95
H -2.54 -2.20 -4.95
H -3.58 1.80 -5.97
H -3.34 2.54 -4.38
H -4.73 1.47 -4.66
H -4.97 -0.55 -2.93
H -5.48 -1.30 -0.62
H -3.61 -1.44 1.02
N 6.24 -3.81 0.11
C 5.30 -3.15 0.15
C 4.09 -2.34 0.19
C 3.81 -1.55 1.28
C 2.61 -0.86 1.31
N 1.70 -0.92 0.33
C 2.03 -1.62 -0.77
C 3.20 -2.36 -0.87
H 4.50 -1.48 2.11
H 2.35 -0.24 2.16
H 1.33 -1.58 -1.59
H 3.41 -2.91 -1.77
*
```

Properties
Largest force on an atom = 0.0264 Eh/bohr
Orbital gap (alpha / beta) = 5.78 / 6.94 eV
ΔE to the lowest compared entry with this formula, charge and spin = 0.00 kcal/mol
E = -122144.401 eV
Lowest unoccupied orbital energy (alpha / beta) = -0.115 / -0.122 Eh



Record 6
C33H53MgN3O8P as an isolated structure. Source: OMol25; level of theory: ωB97M-V/def2-TZVPD.

The geometry in ORCA input format:
```
! wB97M-V def2-TZVPD RIJCOSX def2/J DEFGRID3
* xyz 1 1
Mg -0.11 -1.93 0.25
C 3.44 -3.05 -3.33
N 3.03 -3.20 -1.93
C 4.16 -3.07 -1.04
C 1.80 -3.06 -1.43
O 1.57 -2.85 -0.26
C 0.64 -3.20 -2.37
O -0.52 -2.86 -1.64
C -1.62 -3.75 -1.47
C -1.62 -4.37 -0.09
O -0.79 -3.99 0.75
N -2.56 -5.27 0.17
C -2.58 -5.83 1.49
C -3.63 -5.60 -0.71
H 2.55 -3.32 -3.92
H 4.27 -3.69 -3.63
H 3.67 -1.98 -3.61
H 4.41 -2.05 -0.91
H 5.01 -3.55 -1.53
H 3.95 -3.64 -0.13
H 0.56 -4.24 -2.73
H 0.69 -2.55 -3.26
H -1.74 -4.50 -2.29
H -2.54 -3.14 -1.56
H -3.16 -5.21 2.17
H -1.59 -5.83 1.90
H -2.98 -6.84 1.42
H -4.65 -5.47 -0.25
H -3.59 -6.68 -0.95
H -3.58 -4.99 -1.59
O -2.18 -1.53 0.67
C -1.76 -1.00 1.74
O -0.56 -1.01 2.09
C -2.71 -0.18 2.62
C -4.09 -0.26 2.45
C -4.92 0.50 3.25
C -4.35 1.22 4.35
C -3.02 1.18 4.53
C -2.13 0.52 3.71
N -2.46 1.96 5.71
O -1.22 2.07 5.63
O -3.15 2.54 6.51
H -4.49 -0.96 1.74
H -5.98 0.55 3.07
H -4.99 1.82 5.01
H -1.09 0.58 3.93
O 0.29 -0.20 -0.70
P 0.49 1.27 -0.52
C 1.60 1.44 0.89
C 2.14 2.80 1.44
C 3.38 2.57 2.24
C 3.24 1.30 3.13
C 3.25 0.05 2.15
C 2.71 0.35 0.74
C 0.84 2.00 -2.15
C 1.48 0.97 -3.17
C 3.02 1.00 -3.11
C 3.58 2.39 -3.42
C 3.08 3.30 -2.39
C 1.57 3.36 -2.30
C -1.11 1.98 -0.15
C -2.14 1.49 -1.17
C -3.38 2.54 -1.22
C -3.62 3.23 0.09
C -2.47 4.13 0.33
C -1.10 3.58 -0.10
H 0.93 1.03 1.62
H 1.33 3.22 2.02
H 2.44 3.55 0.67
H 3.65 3.47 2.80
H 4.24 2.28 1.58
H 2.39 1.33 3.84
H 4.21 1.25 3.72
H 2.68 -0.74 2.64
H 4.28 -0.29 2.17
H 2.37 -0.62 0.32
H 3.38 0.74 0.04
H -0.17 2.15 -2.54
H 1.12 1.20 -4.18
H 1.14 -0.10 -2.94
H 3.31 0.27 -3.85
H 3.40 0.83 -2.15
H 3.31 2.63 -4.47
H 4.62 2.32 -3.37
H 3.46 4.37 -2.59
H 3.48 2.89 -1.48
H 1.08 3.80 -3.17
H 1.16 3.99 -1.53
H -1.43 1.67 0.89
H -2.57 0.48 -0.95
H -1.84 1.46 -2.19
H -4.27 1.95 -1.54
H -3.21 3.32 -1.92
H -3.78 2.56 0.98
H -4.59 3.65 0.04
H -2.49 4.59 1.35
H -2.65 4.98 -0.32
H -0.33 4.03 0.50
H -0.89 3.89 -1.10
*
```

Properties
Largest force on an atom = 0.0628 Eh/bohr
Orbital gap = 9.68 eV
ΔE to the lowest compared entry with this formula, charge and spin = 44.73 kcal/mol
E = -70662.547 eV
Lowest unoccupied orbital energy = -0.075 Eh